No. 1
{
  "formula": "C6H16",
  "method": "the ωB97M-V functional and the def2-TZVPD basis",
  "homo_lumo_gap_ev": 12.511,
  "smiles": "CCC.CCC",
  "de_lowest_kj_mol": 51.9,
  "e_tot_ev": -6481.1196,
  "symbols": ["C", "C", "C", "H", "H", "H", "H", "H", "H", "H", "H", "C", "C", "C", "H", "H", "H", "H", "H", "H", "H", "H"],
  "xyz": [[-2.08254, -0.28301, 1.39973], [-2.21636, 0.88302, 0.42256], [-0.64107, -0.35972, 1.95085], [-2.30522, -1.19430, 0.84899], [-2.73662, -0.13773, 2.23664], [-1.30054, 1.10370, -0.12301], [-2.98388, 0.69587, -0.33715], [-0.43236, -0.28591, 3.02009], [-2.55436, 1.80511, 0.89998], [-0.03712, 0.43498, 1.54522], [-0.13055, -1.28793, 1.67059], [2.18224, -0.28266, -1.20524], [1.85836, 1.20787, -1.18039], [0.91707, -1.15925, -1.36513], [2.88765, -0.48462, -2.01096], [2.64691, -0.60023, -0.26734], [2.79426, 1.75082, -1.28883], [0.58103, -1.03804, -2.39489], [1.23202, -2.20054, -1.25376], [1.50924, 1.53308, -0.19198], [1.10431, 1.52988, -1.88141], [0.13057, -0.93117, -0.65607]],
  "atomic_forces_ev_per_a": [[1.2921, 0.4044, -0.1346], [-0.8320, 0.3752, -0.4132], [0.7610, -0.5648, 0.0226], [-0.1950, -0.1743, 0.3438], [-0.7309, -0.2312, 0.2078], [0.1329, -0.1003, 0.0683], [0.0636, -0.1488, 0.0811], [-0.8393, 0.0100, 0.1846], [0.2840, 0.0167, 0.2005], [0.2498, 0.3640, -0.3759], [-0.1714, 0.0571, -0.1391], [-1.0855, -0.2241, 0.4171], [0.6793, 0.0376, 1.2286], [1.2807, -0.0743, -0.7231], [-0.0454, -0.1707, -0.0337], [0.2600, 0.3178, -0.0665], [-0.0541, 0.3480, -0.4401], [-0.4563, -0.0369, 0.0705], [-0.3249, -0.0374, 0.0585], [-0.1910, -0.2769, -0.0660], [-0.0152, -0.0143, -0.5408], [-0.0622, 0.1233, 0.0498]],
  "nbo_charge": [-0.41, -0.61, -0.62, 0.20, 0.21, 0.20, 0.21, 0.21, 0.20, 0.20, 0.21, -0.39, -0.61, -0.61, 0.19, 0.19, 0.21, 0.20, 0.20, 0.20, 0.20, 0.20]
}

=====

No. 2
{
  "formula": "C6H16B3NO11S2",
  "method": "the ωB97M-V functional and the def2-TZVPD basis",
  "homo_lumo_gap_ev": 9.674,
  "e_tot_ev": -54197.2218,
  "symbols": ["N", "C", "C", "B", "O", "B", "O", "B", "O", "H", "H", "H", "H", "H", "H", "H", "H", "C", "C", "O", "S", "O", "O", "O", "H", "H", "H", "H", "C", "C", "O", "S", "O", "O", "O", "H", "H", "H", "H"],
  "xyz": [[-1.68554, -1.69040, -2.75621], [-0.66892, -0.77796, -2.21247], [0.32129, -1.53417, -1.25118], [0.53035, -0.60113, 0.00964], [1.19779, 0.64269, 0.02078], [0.26080, 1.58800, 0.51436], [-0.43903, 1.31078, 1.72563], [-1.00344, 0.02362, 1.51507], [-0.06083, -1.00119, 1.25542], [-2.49042, -1.64541, -2.15629], [-1.92012, -1.39437, -3.69048], [-1.17569, -0.00597, -1.60150], [-0.14386, -0.25111, -3.01309], [-0.20101, -2.44787, -0.95499], [1.23648, -1.79648, -1.78841], [-0.00586, 2.57961, -0.06658], [-2.17136, -0.15299, 1.50903], [-0.05158, -2.49984, 4.53111], [-0.44995, -1.18841, 5.18089], [-1.12259, -1.56580, 6.38585], [-0.46815, -2.92731, 6.95661], [0.48330, -2.59068, 7.96447], [-1.51448, -3.86838, 7.18124], [0.33766, -3.34354, 5.62109], [-0.89863, -2.96352, 4.02081], [0.77200, -2.38246, 3.83160], [-1.10807, -0.59453, 4.55173], [0.42762, -0.59623, 5.45017], [2.17841, 2.61931, -4.66567], [1.38524, 3.90572, -4.80762], [0.01541, 3.48809, -4.81804], [-0.14917, 2.18422, -3.88407], [-0.61462, 2.60728, -2.60396], [-0.80438, 1.16964, -4.64264], [1.41575, 1.81659, -3.75740], [2.25095, 2.08918, -5.61770], [3.17537, 2.78946, -4.26736], [1.62191, 4.44308, -5.72191], [1.53737, 4.56244, -3.94795]],
  "atomic_forces_ev_per_a": [[0.9336, 0.2351, -0.0329], [-0.0059, -0.2168, 0.9076], [-0.1880, 0.6664, -0.1277], [1.3022, -1.0499, 0.6994], [-2.2374, 0.1501, -0.2320], [0.9148, -0.1699, 1.1308], [-0.6917, -0.9709, -2.0647], [1.9316, 0.1489, 1.1396], [-1.4919, 1.2076, -1.2551], [-0.4150, -0.1224, -0.1719], [-0.3705, 0.0258, -0.0683], [0.0939, 0.1401, -0.3508], [-0.0748, -0.4514, 0.3200], [0.2731, 0.0410, 0.0588], [-0.0652, -0.0107, 0.0941], [0.3221, 0.1772, 0.0021], [-0.1536, -0.1013, 0.2575], [-0.3834, 0.0294, -0.2993], [0.5129, 0.1921, -0.0889], [-0.0197, -0.6235, -0.0435], [0.0593, 0.0842, -0.1210], [-0.4319, -0.3443, -0.3354], [0.4338, 0.4415, 0.1051], [-0.0985, 0.3597, 0.4905], [0.0198, 0.0297, -0.0174], [0.1017, -0.1133, 0.1392], [-0.1823, -0.0409, 0.1796], [-0.0041, 0.0072, -0.0678], [0.0941, 0.0401, -0.4991], [0.2974, 0.2017, 0.3781], [0.0755, -0.6605, 0.0014], [0.1689, 0.4920, -0.1512], [0.0360, -0.4874, -0.5068], [0.0207, 0.5402, 0.3092], [-0.5154, 0.3144, 0.1220], [0.0068, 0.0284, 0.0094], [-0.0821, -0.1144, 0.1936], [-0.2259, -0.0676, -0.0748], [0.0389, -0.0075, -0.0296]],
  "nbo_charge": [-0.84, -0.18, -0.81, 1.17, -0.89, 0.98, -0.89, 0.96, -0.90, 0.36, 0.37, 0.15, 0.20, 0.25, 0.24, -0.08, -0.09, -0.10, -0.10, -0.68, 2.53, -0.89, -0.89, -0.68, 0.19, 0.22, 0.21, 0.19, -0.10, -0.10, -0.68, 2.53, -0.89, -0.89, -0.68, 0.19, 0.22, 0.22, 0.20]
}

=====

No. 3
{
  "formula": "C6H16BrCuO6S2",
  "method": "the ωB97M-V functional and the def2-TZVPD basis",
  "spin_multiplicity": 3,
  "homo_lumo_gap_ev": [8.216, 5.786],
  "de_lowest_kj_mol": 81.8,
  "s_squared": 2.0108,
  "e_tot_ev": -155112.6522,
  "symbols": ["Cu", "Br", "O", "S", "O", "O", "C", "C", "C", "H", "H", "H", "H", "H", "H", "H", "H", "O", "S", "O", "O", "C", "C", "C", "H", "H", "H", "H", "H", "H", "H", "H"],
  "xyz": [[-2.95787, -2.85413, 3.06470], [-2.80635, -1.25610, 0.92206], [2.84884, 1.54253, 2.02737], [1.39363, 1.69304, 2.08715], [0.70499, 2.25132, 3.19596], [0.81747, 2.44361, 0.68100], [0.61657, 3.87933, 0.81858], [-0.94221, 4.22737, 0.87014], [0.67542, 0.08893, 1.79006], [1.09203, 4.32266, -0.05635], [1.21249, 4.33463, 1.60959], [-1.45857, 3.83898, 1.74800], [-1.43946, 3.90887, -0.04605], [-1.06613, 5.29483, 1.05251], [0.77202, -0.43462, 2.74120], [1.31241, -0.46485, 1.10036], [-0.34264, 0.27955, 1.45046], [-1.19620, -4.55031, -1.49351], [0.18220, -4.00435, -1.49852], [1.27370, -5.06416, -1.45900], [0.38692, -2.86559, -2.74127], [-0.56222, -1.78764, -2.86674], [0.14589, -0.43135, -2.76056], [0.17314, -2.86170, 0.13076], [-1.26548, -1.79577, -2.03400], [-1.05824, -1.66061, -3.82899], [1.08199, -0.18649, -3.26240], [0.40106, -0.34676, -1.70423], [-0.47243, 0.44730, -2.94430], [-0.13947, -1.84470, -0.10607], [1.14502, -2.94985, 0.61634], [-0.52862, -3.19392, 0.89578]],
  "atomic_forces_ev_per_a": [[0.0451, 0.7789, -1.0244], [-0.1905, -0.7364, 1.0058], [-2.2407, 0.8282, 0.2319], [1.0356, -1.0443, -2.5407], [0.1241, 0.7521, 0.6301], [0.9836, -0.3455, 2.0957], [-1.3922, 0.4541, -0.5005], [1.6667, 0.0048, 0.5761], [0.6933, 0.3893, -0.0178], [-0.3871, -0.1742, -0.3608], [-0.3892, -0.4439, 0.5760], [0.3041, -0.6927, -0.0855], [0.0621, 0.0986, 0.1020], [0.1988, 0.2360, -0.6079], [-0.4344, 0.1448, 0.1021], [-0.2571, 0.3222, -0.2988], [0.1083, -0.4352, 0.1518], [2.4971, 1.4706, -0.6643], [-0.9333, -2.1590, 1.8743], [-2.8402, 4.3861, -0.6655], [0.2059, -1.7841, 1.1504], [0.3490, 1.9169, -0.0603], [0.8024, 0.5029, 1.8226], [0.5584, -0.8930, -0.9337], [-0.3387, -0.3707, -0.3459], [-0.2188, -1.6426, -0.0900], [-0.0613, -0.9022, -0.5336], [0.2828, 0.3479, 0.2200], [-0.6010, -0.3950, -0.1950], [0.4572, -0.1582, -0.3862], [0.2305, 0.3023, -0.5497], [-0.3206, -0.7586, -0.6783]],
  "nbo_charge": [0.38, -0.37, -0.90, 2.33, -0.92, -0.71, -0.08, -0.64, -0.89, 0.19, 0.20, 0.22, 0.21, 0.22, 0.25, 0.25, 0.26, -0.91, 2.20, -0.85, -0.68, -0.08, -0.64, -0.80, 0.19, 0.20, 0.23, 0.19, 0.22, 0.23, 0.24, 0.24]
}

=====

No. 4
{
  "formula": "C6H16BrF2NO12S4V",
  "method": "the ωB97M-V functional and the def2-TZVPD basis",
  "spin_multiplicity": 2,
  "total_charge": -2,
  "homo_lumo_gap_ev": [4.637, 6.410],
  "s_squared": 0.7582,
  "e_tot_ev": -177047.5915,
  "symbols": ["O", "V", "O", "N", "S", "O", "O", "F", "S", "O", "O", "F", "Br", "O", "S", "O", "O", "C", "C", "C", "H", "H", "H", "H", "H", "H", "H", "H", "O", "S", "O", "O", "C", "C", "C", "H", "H", "H", "H", "H", "H", "H", "H"],
  "xyz": [[0.67419, 0.37970, -0.05415], [-0.69482, 1.24948, 0.09738], [-1.86238, 0.45955, 0.78789], [-0.77576, 3.13807, 0.94711], [-2.09386, 3.86575, 1.94868], [-2.58071, 5.17399, 1.56364], [-2.05157, 3.62681, 3.36879], [-3.24521, 2.86352, 1.41506], [0.04897, 4.43324, 0.90322], [0.70469, 4.91419, 2.09597], [-0.31474, 5.33774, -0.20288], [1.18442, 3.61128, 0.29726], [-1.24566, 1.66730, -2.53543], [-1.90566, -5.27506, 2.41848], [-2.87217, -4.46741, 1.63297], [-3.07178, -4.71764, 0.21023], [-4.48875, -4.61481, 2.24627], [-4.69720, -4.31704, 3.60472], [-4.21960, -5.45823, 4.54796], [-2.52714, -2.64434, 1.82497], [-5.76118, -4.12687, 3.74576], [-4.21169, -3.36035, 3.79744], [-3.14560, -5.60929, 4.43925], [-4.85986, -6.33729, 4.47442], [-4.20970, -5.05817, 5.56184], [-3.32399, -1.98919, 1.47295], [-1.59848, -2.38418, 1.31703], [-2.33463, -2.57177, 2.89538], [6.38322, -0.51222, -3.37773], [5.35964, 0.19708, -4.14663], [4.48650, -0.55970, -5.05858], [4.41594, 1.00858, -3.04773], [3.21196, 1.57501, -3.46691], [2.72477, 2.39742, -2.23412], [6.19336, 1.65623, -4.82479], [2.49540, 0.75552, -3.52232], [3.28242, 2.32976, -4.25016], [3.49356, 3.14399, -2.03491], [2.66502, 1.78923, -1.33154], [1.73777, 2.78355, -2.48877], [6.82826, 1.15026, -5.55211], [6.78309, 2.27183, -4.14555], [5.41917, 2.22434, -5.34053]],
  "atomic_forces_ev_per_a": [[0.8482, 0.1968, 0.2039], [1.7990, -0.4213, -2.8261], [-2.7071, -1.5562, 1.6426], [-5.4150, 2.2537, 4.3788], [-3.0556, -2.2006, -0.0988], [1.2196, -1.1811, -0.1486], [0.8145, -0.2415, -1.1989], [1.0453, 0.9311, 0.4458], [3.8512, 3.0715, -4.0305], [-1.7093, 0.4028, -0.0366], [0.4207, -0.8812, 2.7182], [2.8450, -0.7134, -1.5593], [0.0785, 0.1861, 0.5731], [-2.2468, 1.6648, -1.3229], [-0.2579, 0.3427, -0.9785], [0.2650, -0.2221, 2.0988], [2.0816, -0.2585, -1.4430], [0.5820, -0.4105, 0.9713], [0.2418, 1.6503, 0.1677], [0.1715, -1.3021, 0.8505], [-0.1014, -0.1743, -0.2526], [0.1666, -0.0323, 0.5043], [-0.2233, -0.6406, -0.6799], [0.3750, -0.0366, -0.0636], [-0.7135, -0.0508, 0.3018], [-0.0645, -0.4128, -0.0086], [-0.0569, -0.3103, -0.2606], [-0.1212, 0.4297, -0.0218], [-1.4953, 0.8982, -1.1596], [-1.0470, -0.2326, 2.4677], [1.9170, 1.8395, 1.0251], [3.2110, -1.7094, -1.1016], [-2.3120, 0.7206, 2.4008], [0.6738, -0.5981, -0.5942], [-0.6050, -1.2061, -1.2833], [-0.1682, 0.2909, -1.1186], [0.1734, -0.6809, -0.6783], [-0.2916, 0.5070, -0.0605], [-0.3205, -0.2367, -0.2048], [0.0884, 0.2746, 0.2955], [0.2583, 0.4873, -0.2600], [-0.3863, -0.5541, 0.3568], [0.1711, 0.1167, -0.0113]],
  "nbo_charge": [-0.83, 1.25, -0.79, -1.09, 2.37, -0.88, -0.90, -0.48, 2.45, -0.91, -0.90, -0.50, -0.76, -0.92, 2.24, -0.90, -0.70, -0.07, -0.65, -0.82, 0.18, 0.18, 0.24, 0.21, 0.20, 0.28, 0.30, 0.22, -0.93, 2.31, -0.90, -0.70, -0.10, -0.62, -0.86, 0.22, 0.16, 0.18, 0.26, 0.25, 0.23, 0.26, 0.24]
}